No. 1
{
  "formula": "C43H38Br2FO18P",
  "method": "wB97M-V/def2-TZVPD",
  "species": ["Br", "Br", "P", "F", "O", "O", "O", "O", "O", "O", "O", "O", "O", "O", "O", "O", "O", "O", "O", "O", "O", "O", "C", "C", "C", "C", "C", "C", "C", "C", "C", "C", "C", "C", "C", "C", "C", "C", "C", "C", "C", "C", "C", "C", "C", "C", "C", "C", "C", "C", "C", "C", "C", "C", "C", "C", "C", "C", "C", "C", "C", "C", "C", "C", "C", "H", "H", "H", "H", "H", "H", "H", "H", "H", "H", "H", "H", "H", "H", "H", "H", "H", "H", "H", "H", "H", "H", "H", "H", "H", "H", "H", "H", "H", "H", "H", "H", "H", "H", "H", "H", "H", "H"],
  "coordinates": [[-4.120853, 0.464725, 0.420960], [-1.043559, -1.353975, 3.370395], [-0.858066, -0.371910, -1.143331], [-3.513272, -3.676036, -1.949775], [5.545079, 2.751523, 3.642603], [-0.234878, -3.606876, 1.251526], [-9.058596, -0.762942, -5.143725], [-5.122364, 3.134033, 2.320702], [6.348879, 6.153157, 7.620173], [-2.210059, -0.088232, -2.009699], [0.306389, -0.422687, -2.245727], [-0.716260, 0.708340, -0.160259], [0.310092, -3.860021, -0.891265], [-2.101343, -4.134853, 2.280262], [5.695772, -0.518849, -0.880617], [-8.946665, -4.367270, -1.265056], [10.648492, 1.035518, 0.165042], [-4.610384, -1.780592, -1.714362], [3.494477, 0.828737, 3.053675], [0.515644, -1.251868, -4.171347], [-3.996728, 7.896215, 0.294713], [1.478993, -5.503739, -7.186851], [5.728389, 3.532994, 4.555606], [7.216975, 1.266672, -0.702384], [1.743021, -1.133191, 1.285976], [-2.836915, 1.024537, 3.006688], [8.461592, 1.656975, -0.440912], [-4.865020, 4.225501, 1.855346], [1.257959, -4.530917, -6.497573], [7.055920, 4.150063, 4.780418], [-3.629576, -2.760176, 0.302492], [9.127925, -0.751860, -0.013933], [1.506364, -2.168435, 0.161508], [7.882952, -1.141746, -0.275547], [-2.243846, -2.176931, 0.714557], [-9.032470, -1.588591, -4.255978], [-10.193309, -2.475251, -3.995114], [1.259642, -3.163752, -7.073804], [-4.080535, 4.362506, 0.604601], [6.830653, -0.163479, -0.641019], [0.976803, -4.661205, -5.047333], [3.554010, 0.687441, 1.628528], [-10.165430, -3.379769, -3.019680], [-7.813195, -2.655091, -2.414086], [0.737731, -2.225962, -4.866457], [-3.977313, -2.630482, -1.176371], [-2.213021, -1.092391, 1.843608], [4.633566, 3.901292, 5.483567], [6.164883, 5.374427, 6.710781], [3.269932, -0.753981, 1.229149], [-1.587627, -3.400952, 1.492999], [-1.120821, -2.055114, -0.398344], [-2.932474, 0.028480, 1.859211], [1.019591, -2.095240, -6.317987], [9.515099, 0.678855, -0.075242], [-5.038489, 6.667325, 2.009987], [0.120399, -2.824373, 0.128431], [7.259699, 5.003802, 5.780136], [-7.840300, -1.750659, -3.388988], [4.835938, 4.754820, 6.483719], [-4.253696, 6.805751, 0.758332], [-5.322181, 5.470754, 2.517780], [-8.972370, -3.541216, -2.152860], [0.736212, -3.592952, -4.290145], [-3.796763, 5.559547, 0.096825], [-2.942035, 0.518880, 3.973711], [7.580977, -2.180599, -0.235031], [-7.002089, -1.096412, -3.593412], [4.602505, 0.902365, 1.332565], [4.049775, 5.036015, 7.172609], [6.434818, 1.966007, -0.969751], [0.979374, -5.666364, -4.645025], [0.506984, -4.693309, -0.446539], [-11.054315, -2.343415, -4.638074], [-11.002268, -4.034986, -2.813529], [3.670673, 3.439590, 5.302062], [-3.710912, 1.678290, 2.914219], [7.841375, 3.867709, 4.090856], [8.762914, 2.696001, -0.481175], [1.193939, -0.192307, 1.155025], [3.867308, -1.499283, 1.770824], [9.909516, -1.451358, 0.253869], [-3.224850, 5.680346, -0.814337], [-1.358695, -2.637218, -1.307885], [-5.893808, 5.349246, 3.429242], [8.222490, 5.464407, 5.960871], [2.223607, -2.986472, 0.347871], [1.017386, -1.090090, -6.720687], [-6.952257, -2.785211, -1.772961], [1.802922, -1.718242, -0.791061], [1.052353, 0.120303, -1.949000], [-2.112917, -0.636205, -2.809951], [-3.755563, 3.442111, 0.135477], [3.919484, 1.684453, 3.216497], [-4.408689, -2.206716, 0.842692], [3.563515, -0.844680, 0.167831], [1.466046, -3.088870, -8.134040], [1.574116, -1.590214, 2.267992], [-3.764300, -3.812540, 0.581177], [-5.362908, 7.587328, 2.479495], [-1.939205, 1.650444, 2.936745], [2.921805, 1.431182, 1.114514], [0.530236, -3.670606, -3.228205]],
  "forces_ev_per_angstrom": [[0.4, -0.1, 0.7], [-0.4, 0.1, -0.6], [-0.7, 1.6, 0.7], [0.0, 0.4, 0.7], [0.0, 0.1, 0.0], [-1.2, 2.3, -0.3], [0.0, 0.0, 0.0], [-0.1, 0.3, 0.0], [0.0, 0.0, 0.0], [1.6, -1.4, -0.2], [-0.8, 0.5, 2.9], [0.4, -0.1, 0.2], [-0.3, 0.1, -0.5], [-0.6, 0.4, -0.6], [0.1, 0.0, -0.1], [0.0, 0.0, 0.0], [0.0, 0.0, 0.0], [0.4, -0.8, 0.3], [-0.3, 0.4, -0.5], [0.1, -1.4, -2.5], [0.0, 0.0, 0.0], [0.0, 0.0, 0.0], [0.0, 0.0, 0.0], [0.1, 0.1, 0.0], [1.6, 0.0, -0.1], [-1.4, 0.2, -0.7], [-0.1, 0.0, 0.0], [0.0, -0.1, 0.0], [0.0, -0.1, 0.0], [0.1, 0.0, 0.0], [-0.8, 0.7, -0.4], [-0.1, -0.1, 0.0], [-0.1, 0.4, 2.0], [0.1, 0.0, 0.0], [2.3, -1.9, 1.2], [0.0, 0.1, -0.1], [-0.1, -0.1, 0.1], [0.0, 0.1, 0.0], [0.1, 0.0, -0.1], [-0.1, 0.0, 0.0], [0.0, 0.1, 0.1], [1.4, -0.5, 0.5], [-0.1, 0.0, -0.1], [0.0, 0.0, 0.0], [0.0, 0.2, -0.1], [-0.4, 0.5, -0.4], [-0.6, 0.0, -0.9], [-0.1, 0.0, 0.0], [0.0, 0.1, 0.1], [-1.2, 0.2, -0.9], [0.7, -1.3, 1.0], [-0.3, 0.9, -0.6], [0.5, 0.2, 0.8], [0.1, 0.0, -0.1], [0.1, 0.0, 0.0], [0.0, -0.1, 0.1], [1.4, -1.7, -2.3], [0.0, -0.1, -0.1], [0.1, 0.0, 0.1], [-0.1, -0.1, -0.1], [0.0, 0.1, -0.1], [0.0, 0.1, 0.0], [0.0, -0.1, 0.1], [-0.1, -0.1, 0.1], [0.0, -0.1, 0.0], [0.4, 0.1, -0.3], [0.0, 0.0, 0.0], [0.0, 0.0, 0.0], [-0.4, 0.0, -0.1], [0.0, 0.0, 0.0], [0.0, 0.0, 0.0], [0.0, 0.0, 0.0], [0.1, 0.2, 0.1], [0.0, 0.0, 0.0], [0.0, 0.0, 0.0], [0.0, 0.0, 0.0], [0.3, 0.0, 0.1], [0.0, 0.0, 0.0], [0.0, 0.0, 0.0], [-0.3, -0.5, 0.1], [0.0, 0.5, 0.1], [0.0, 0.0, 0.0], [0.0, 0.0, 0.0], [-0.4, 0.0, 0.6], [0.0, 0.0, 0.0], [0.0, 0.0, 0.0], [-0.3, 0.2, -0.2], [0.0, 0.0, 0.0], [0.0, 0.0, 0.0], [-0.5, -0.4, 0.0], [-0.1, 0.0, 0.0], [-0.5, 0.3, -0.2], [0.0, 0.0, 0.0], [0.0, -0.3, 0.4], [0.2, -0.1, -0.3], [0.1, 0.1, 0.4], [0.0, -0.1, 0.0], [-0.4, 0.3, -0.3], [0.5, 0.2, 0.0], [0.0, 0.0, 0.0], [0.0, -0.4, 0.1], [-0.2, -0.4, 0.1], [0.0, 0.0, 0.0]],
  "lowdin_charge": [0.94, 0.95, 0.51, 0.07, 0.09, 0.08, 0.11, 0.06, 0.12, -0.16, -0.15, -0.27, -0.02, 0.13, 0.09, 0.11, 0.11, 0.10, -0.09, 0.07, 0.11, 0.11, -0.36, 0.02, -0.19, -0.15, 0.02, -0.37, -0.39, 0.02, -0.03, 0.02, -0.10, 0.02, -0.25, -0.39, 0.02, 0.02, 0.02, -0.38, 0.03, -0.26, 0.02, 0.02, -0.35, -0.44, -0.55, 0.03, -0.38, -0.18, -0.49, -0.12, -0.68, 0.02, -0.39, 0.02, -0.44, 0.03, 0.03, 0.03, -0.39, 0.02, -0.38, 0.04, 0.03, 0.06, 0.12, 0.12, 0.10, 0.12, 0.12, 0.12, 0.11, 0.12, 0.12, 0.13, 0.03, 0.12, 0.12, 0.09, 0.12, 0.12, 0.12, 0.13, 0.12, 0.12, 0.14, 0.12, 0.10, 0.11, 0.11, 0.09, 0.09, 0.03, 0.11, 0.09, 0.12, 0.08, 0.14, 0.12, 0.10, 0.12, 0.10],
  "multiplicity": 1,
  "homo_lumo_gap_ev": 7.199
}

***

No. 2
{
  "formula": "C43H38Br3F3O24S",
  "method": "wB97M-V/def2-TZVPD",
  "species": ["Br", "Br", "Br", "S", "F", "F", "F", "O", "O", "O", "O", "O", "O", "O", "O", "O", "O", "O", "O", "O", "O", "O", "O", "O", "O", "O", "O", "O", "O", "O", "O", "C", "C", "C", "C", "C", "C", "C", "C", "C", "C", "C", "C", "C", "C", "C", "C", "C", "C", "C", "C", "C", "C", "C", "C", "C", "C", "C", "C", "C", "C", "C", "C", "C", "C", "C", "C", "C", "C", "C", "C", "C", "C", "C", "H", "H", "H", "H", "H", "H", "H", "H", "H", "H", "H", "H", "H", "H", "H", "H", "H", "H", "H", "H", "H", "H", "H", "H", "H", "H", "H", "H", "H", "H", "H", "H", "H", "H", "H", "H", "H", "H"],
  "coordinates": [[6.136632, 0.277963, 0.913994], [-3.066255, 2.069450, 0.991285], [-1.697275, 0.561704, -1.591434], [1.728039, 2.309123, -0.863015], [-0.582216, -2.608802, 3.109906], [1.222296, -3.261005, 4.052615], [0.717351, -1.181559, 4.012070], [0.855431, -6.576703, -10.549153], [1.876836, 0.609410, 1.873006], [-1.971269, 1.869054, 8.714509], [-6.137951, -2.452449, -1.626350], [-1.949672, 3.904671, 4.477740], [-3.612146, 5.741707, 5.233367], [2.045804, 3.076247, 0.313044], [3.060502, 1.666584, -1.416742], [-5.387844, -7.468373, -3.653411], [-2.594628, -6.523190, -7.313537], [-0.160206, -5.370199, -8.497226], [4.753431, 6.255946, 3.313492], [1.544007, 8.712744, 6.705726], [1.082381, 2.922096, -1.981657], [-2.937079, -4.966852, 2.015284], [0.701357, 6.485879, 5.693469], [3.813846, -3.024610, -11.420845], [-1.988392, -3.108472, 0.470994], [5.624032, 8.458661, 4.378762], [2.842665, -1.844966, -9.323602], [-7.107072, -4.283250, -0.056053], [-1.863344, -4.226352, -6.286950], [-3.684860, 3.667772, 9.453749], [-4.710505, -5.162726, -2.673592], [3.801975, 0.752485, -0.564921], [1.903204, 6.888553, 5.308113], [-5.298604, -3.001747, -0.765520], [-1.845737, 2.773314, 6.547160], [1.473024, -2.163796, 2.000391], [-4.006432, -2.662374, -0.660503], [-5.920199, -4.065180, 0.108129], [0.795312, -1.272998, 0.942123], [1.272917, -3.525167, -8.780864], [-3.102633, -6.268868, -6.237847], [2.393428, -4.875862, -11.123508], [-2.301637, 3.801024, 5.640161], [-1.212132, 1.800807, 0.907751], [3.640464, 8.726062, 5.614966], [-4.027659, -7.140990, -5.544354], [1.612629, -0.013998, 0.630176], [5.122569, 2.875137, 0.243637], [3.975870, 6.769538, 4.097526], [-3.175912, -3.334269, 0.303617], [0.817471, 0.858656, -0.375110], [4.610797, 1.460237, 0.548286], [4.967845, 3.752101, 1.493522], [-3.243596, -4.558355, -4.418907], [0.703797, -2.297723, 3.283828], [1.346864, -5.484979, -10.330963], [2.336423, 8.190871, 5.943017], [-2.318598, 2.760736, 7.802567], [-3.279531, 4.838473, 6.141544], [4.416982, 8.060688, 4.747915], [-4.536740, -6.749432, -4.367871], [-4.179155, -5.422894, -3.739378], [2.678048, 6.224248, 4.439238], [2.935662, -0.400191, -0.070959], [-0.650141, 1.165366, -0.131940], [-3.314234, 3.785789, 8.300685], [-3.753997, 4.826079, 7.395353], [-5.083240, -4.750266, 1.071863], [-3.789681, -4.410226, 1.168975], [2.334104, -2.923563, -9.563616], [-0.491651, 2.346963, 2.107741], [2.860729, -3.670362, -10.768260], [0.806707, -4.727846, -9.140342], [-2.728130, -4.947807, -5.595801], [-1.114809, 3.045725, 2.661430], [5.446676, 3.260675, 2.346339], [1.631845, -3.168798, 1.608268], [-3.125725, 5.504938, 4.419202], [-0.182700, -0.957723, 1.307672], [3.553431, -0.955925, 0.635879], [-0.301231, -6.217603, -8.966091], [-5.533164, -5.516734, 1.686712], [0.892958, -2.978907, -7.928561], [-1.641732, -4.722768, -7.100630], [5.949682, 7.791029, 3.743571], [2.765864, -5.417425, -11.981247], [2.375358, 5.294908, 3.977478], [0.379007, 7.166611, 6.317860], [2.450534, -1.773655, 2.289266], [-3.539106, -1.910145, -1.278471], [5.384225, 4.746671, 1.357582], [0.411400, 2.880241, 1.824687], [-2.081383, -4.511747, 1.881985], [-2.468766, 2.097662, 9.524621], [-7.001507, -2.884769, -1.476155], [2.695458, -1.066332, -0.903325], [1.998725, 1.559699, 1.747002], [-4.279234, -8.086505, -6.003171], [0.836920, 0.277475, -1.300402], [3.953191, -2.184173, -10.941672], [4.078376, 1.459774, 1.492396], [4.559539, 3.325725, -0.570235], [4.546075, 0.320556, -1.236241], [-1.136287, 2.043413, 6.183202], [0.641415, -1.831725, 0.019119], [-2.985579, -3.617856, -3.952536], [-4.454804, 5.562145, 7.762608], [3.946668, 9.650532, 6.083308], [3.911315, 3.864505, 1.744729], [-5.593120, -6.940847, -2.856574], [-0.254243, 1.538683, 2.805043], [6.183652, 2.834932, -0.001715]],
  "forces_ev_per_angstrom": [[0.0, -0.1, 0.1], [-0.3, 0.0, 0.0], [-0.1, 0.0, -0.1], [-0.4, 0.4, -0.5], [-0.7, -0.2, -0.3], [0.4, -0.4, 0.2], [0.1, 0.6, 0.2], [-0.1, 0.0, 0.0], [-0.1, 0.1, 0.0], [0.0, 0.0, 0.0], [0.0, 0.0, 0.0], [-0.1, 0.1, 0.1], [0.0, 0.0, 0.0], [0.0, 0.0, 0.0], [-0.2, -0.1, 0.0], [0.0, 0.0, 0.0], [0.0, 0.0, 0.0], [0.0, 0.1, 0.1], [0.1, 0.1, 0.1], [-0.1, 0.0, 0.0], [0.4, -0.2, 0.6], [0.0, 0.0, 0.0], [0.0, -0.1, 0.0], [0.0, -0.1, 0.0], [0.1, -0.1, 0.0], [0.0, 0.1, 0.0], [0.0, 0.0, 0.0], [0.0, 0.0, -0.1], [-0.1, 0.0, 0.0], [0.0, 0.0, 0.1], [-0.1, -0.1, 0.1], [0.6, -0.3, 0.2], [0.0, -0.1, 0.0], [0.1, 0.1, 0.0], [0.1, -0.1, -0.1], [0.2, 0.0, -0.4], [0.1, 0.2, 0.0], [0.1, -0.2, 0.1], [0.2, 0.2, 0.3], [0.0, 0.1, 0.1], [-0.1, -0.1, 0.0], [0.0, -0.1, -0.1], [0.1, -0.1, 0.1], [0.7, -0.2, -0.2], [0.0, 0.1, 0.1], [0.0, -0.1, -0.1], [0.3, 0.0, 0.0], [0.0, 0.2, 0.7], [-0.2, -0.2, 0.0], [-0.1, 0.1, -0.1], [-0.2, -0.4, -0.1], [-0.1, 0.2, -0.3], [-0.2, -0.4, 0.0], [0.0, 0.1, 0.1], [0.1, 0.0, 0.0], [0.1, 0.0, -0.1], [0.2, 0.1, 0.0], [0.0, 0.0, 0.0], [0.0, 0.1, 0.0], [0.0, 0.1, 0.0], [0.0, -0.1, 0.0], [0.1, 0.2, -0.1], [0.0, -0.1, -0.1], [-0.2, 0.1, 0.2], [-0.2, 0.3, 0.3], [-0.1, 0.1, -0.1], [-0.1, 0.0, 0.1], [-0.1, -0.1, 0.0], [0.0, 0.0, 0.1], [-0.1, 0.0, 0.1], [-0.2, 0.1, 0.3], [0.0, 0.0, -0.1], [0.0, 0.0, 0.0], [0.0, 0.1, 0.0], [0.0, -0.1, -0.2], [0.1, 0.2, 0.0], [-0.1, 0.0, 0.1], [0.0, -0.1, 0.0], [0.0, 0.0, -0.1], [-0.1, -0.1, 0.0], [0.0, 0.0, 0.0], [0.0, 0.0, 0.0], [0.0, 0.0, 0.0], [0.1, -0.1, -0.1], [0.0, -0.1, 0.0], [0.0, 0.0, 0.0], [0.0, 0.0, 0.0], [0.0, 0.1, 0.0], [-0.1, 0.0, 0.0], [-0.1, 0.1, 0.0], [0.1, -0.1, 0.0], [0.1, -0.1, 0.0], [0.0, 0.1, 0.0], [0.0, 0.0, 0.0], [0.0, -0.1, 0.0], [0.1, 0.1, 0.0], [0.0, 0.0, -0.1], [0.0, 0.0, 0.0], [0.0, 0.1, 0.0], [0.0, 0.0, 0.1], [-0.1, 0.0, 0.0], [0.1, -0.1, -0.1], [-0.2, 0.2, -0.2], [0.0, 0.0, 0.0], [-0.1, 0.0, 0.0], [0.0, 0.0, 0.0], [0.0, 0.0, 0.0], [0.0, 0.0, 0.0], [0.1, 0.1, -0.1], [0.0, 0.1, 0.0], [0.1, 0.0, -0.1], [-0.1, 0.0, -0.4]],
  "lowdin_charge": [0.76, 0.79, 0.80, 0.67, 0.14, 0.14, 0.15, 0.11, 0.00, 0.12, 0.12, 0.08, 0.12, -0.25, -0.18, 0.12, 0.11, 0.09, 0.10, 0.11, -0.22, 0.12, 0.11, 0.12, 0.09, 0.12, 0.11, 0.10, 0.12, 0.11, 0.11, -0.35, -0.23, -0.26, 0.08, -0.04, 0.06, -0.32, -0.08, 0.08, -0.30, 0.07, -0.30, -0.74, 0.07, 0.08, -0.47, -0.27, -0.30, -0.30, -0.32, -0.62, -0.11, 0.08, -0.66, -0.31, -0.31, -0.23, -0.23, -0.23, -0.23, -0.30, 0.08, -0.07, -0.70, -0.31, 0.07, 0.08, -0.23, -0.31, -0.11, -0.23, -0.22, -0.22, 0.03, 0.08, 0.14, 0.12, 0.12, 0.11, 0.12, 0.13, 0.14, 0.09, 0.12, 0.14, 0.13, 0.12, 0.13, 0.10, 0.07, 0.06, 0.11, 0.12, 0.12, 0.14, 0.07, 0.14, 0.10, 0.12, 0.07, 0.10, 0.13, 0.14, 0.13, 0.13, 0.14, 0.14, 0.06, 0.12, 0.09, 0.09],
  "multiplicity": 1,
  "homo_lumo_gap_ev": 7.674
}

***

no.,electronic energy (eV),E_LUMO (eV)
1,-234148.4872,-1.890
2,-323460.6784,-1.627